# 1
The following is a quantum chemistry calculation of a structure of composition C3H3Br4NO3 in a non-equilibrium geometry, from the OMol25 dataset.

* lowest unoccupied orbital energy: -1.978 eV
* HOMO-LUMO gap: 0.3064 hartree

```
! wB97M-V def2-TZVPD RIJCOSX def2/J DEFGRID3
* xyz 0 1
C -1.53120 0.84412 -0.24542
C -0.01005 0.86758 -0.09312
C 0.63141 -0.41748 -0.34041
N 0.13004 -1.55300 0.49827
O -0.91022 -1.35720 1.04219
O 0.79115 -2.57284 0.34059
O 2.33333 -0.40067 0.71116
Br -2.55075 2.52563 -0.13450
Br 0.66058 2.22764 -1.28162
Br 0.43700 1.54862 1.76208
Br 1.12606 -0.97444 -1.99867
H -1.84350 0.28132 -1.17297
H -1.86128 0.20311 0.54727
H 2.59744 -1.22239 0.36515
*
```

# 2
The following is a quantum chemistry calculation of a structure of composition C4H4CsO2 in a non-equilibrium geometry, from the OMol25 dataset.

* lowest unoccupied orbital energy: -3.911 eV
* HOMO-LUMO gap: 0.2740 hartree

```
! wB97M-V def2-TZVPD RIJCOSX def2/J DEFGRID3
* xyz 1 1
H 0.45335 -1.56176 0.63832
O -1.71287 1.18090 2.84049
C -1.19342 1.18642 1.80187
C -0.71344 1.04872 0.58014
C 0.63616 -0.84456 -0.18578
C 0.75224 0.57937 0.22471
O 0.13952 -1.11157 -1.28176
Cs 0.39518 -3.77633 -4.92610
H -1.28695 1.54989 -0.20236
H 1.14808 1.16114 -0.61791
H 1.38215 0.58779 1.12838
*
```

# 3
The following is a quantum chemistry calculation of the molecule C6H12O2 in a non-equilibrium geometry, from the OMol25 dataset.

* lowest unoccupied orbital energy: 0.757 eV
* SMILES: CC(C)(C)CC(=O)O
* HOMO-LUMO gap: 0.3907 hartree

```
! wB97M-V def2-TZVPD RIJCOSX def2/J DEFGRID3
* xyz 0 1
C -0.56590 0.00375 -0.24739
C -0.24422 -0.20199 1.21685
C -1.69850 0.96797 -0.51071
C -0.65133 -1.26983 -1.04975
C 0.97005 0.85784 -0.74999
C 1.25740 -0.52014 1.17897
O 1.89950 0.17604 2.18310
O 1.74315 -1.56640 0.73165
H 2.78576 -0.23009 2.21660
H -0.78627 -1.03460 1.67220
H -0.39342 0.72049 1.78517
H -1.77491 1.21281 -1.57357
H -1.58965 1.88872 0.06742
H -2.64152 0.49720 -0.20242
H -1.37153 -1.95299 -0.58382
H -0.96169 -1.08090 -2.08083
H 0.31577 -1.78801 -1.04934
H 2.04511 0.75238 -0.59517
H 0.76436 1.91944 -0.58763
H 0.89784 0.64832 -1.82136
*
```

# 4
The following is a quantum chemistry calculation of a structure of composition C24H23ClCoF4N2O2PS2, from the OMol25 dataset.

* lowest unoccupied orbital energy (spin up / spin down): 2.576 / 2.540 eV
* HOMO-LUMO gap (spin up / spin down): 0.2684 / 0.2743 hartree

```
! wB97M-V def2-TZVPD RIJCOSX def2/J DEFGRID3
* xyz -1 4
Co -0.05101 -0.19835 0.47615
C 2.82185 0.82880 0.09376
N 2.02592 -0.38581 -0.08155
C 2.55637 -1.44340 0.78380
C 1.98448 -0.79119 -1.49443
C 0.80489 -1.69524 -1.80577
N -0.37739 -1.09391 -1.21993
C -1.61314 -1.56872 -1.50894
C -2.71059 -0.98826 -0.83974
F -2.43690 -0.01021 0.06479
C -4.01046 -1.37933 -1.02148
F -4.98298 -0.76441 -0.33008
C -4.33614 -2.39616 -1.90281
C -3.28513 -2.98818 -2.56851
F -3.53726 -3.98819 -3.43611
C -1.97104 -2.60145 -2.39115
F -1.02353 -3.27138 -3.08955
H 3.86477 0.65984 -0.20664
H 2.78594 1.12422 1.14118
H 2.40799 1.63441 -0.51273
H 3.58451 -1.70604 0.49718
H 1.91180 -2.31577 0.72002
H 2.54468 -1.09282 1.81374
H 2.93794 -1.25539 -1.78318
H 1.85991 0.12130 -2.08222
H 0.96970 -2.71428 -1.43287
H 0.74102 -1.76353 -2.89558
H -5.35463 -2.71984 -2.04806
Cl 1.96480 0.87237 4.54411
C 0.20547 1.17016 4.38689
C -0.29790 1.30582 2.95039
O -1.36372 1.87102 2.78798
O 0.44665 0.76928 2.04774
H -0.02850 2.07213 4.94237
H -0.30784 0.32239 4.83760
S -2.05855 -5.08123 3.44201
P -0.65048 -4.14923 2.43764
S -1.06228 -2.31361 1.74492
C 0.89256 -4.09233 3.42745
C 1.42875 -5.28751 3.90349
C 2.60024 -5.28358 4.64199
C 3.24041 -4.08198 4.92678
C 2.70121 -2.88867 4.47254
C 1.53159 -2.89564 3.72003
C -0.12486 -5.18650 1.01092
C -0.96255 -6.18334 0.52701
C -0.60822 -6.91388 -0.60016
C 0.59615 -6.66936 -1.24283
C 1.45094 -5.69181 -0.74953
C 1.08767 -4.95548 0.36722
H 0.91308 -6.21848 3.69823
H 3.01206 -6.21759 5.00473
H 4.15310 -4.07934 5.51041
H 3.17911 -1.94452 4.70289
H 1.09612 -1.96776 3.36717
H -1.89615 -6.37095 1.04278
H -1.27874 -7.67674 -0.97636
H 0.87142 -7.23925 -2.12158
H 2.40058 -5.50207 -1.23558
H 1.76463 -4.20407 0.75575
*
```

# 5
The following is a quantum chemistry calculation of a structure of composition C22H35NO3P2PtS in a non-equilibrium geometry, from the OMol25 dataset.

* lowest unoccupied orbital energy (spin up / spin down): -6.586 / -10.068 eV
* HOMO-LUMO gap (spin up / spin down): 0.2002 / 0.1252 hartree

```
! wB97M-V def2-TZVPD RIJCOSX def2/J DEFGRID3
* xyz 2 5
P 3.17105 0.58215 -1.21421
P 0.82269 -0.44466 -3.50921
C 3.59310 0.04935 -3.05824
C 2.47485 0.27867 -4.07975
H 3.91730 -1.02386 -3.00029
H 4.47698 0.70370 -3.28769
H 2.33132 1.36647 -4.29031
H 2.70464 -0.29014 -5.00809
C 1.14648 -2.14142 -4.16862
H 0.24977 -2.75861 -3.98149
H 1.99618 -2.64993 -3.67646
H 1.33378 -1.98942 -5.23893
C -0.18163 0.18643 -4.83931
H 0.16166 -0.34497 -5.72620
H -0.06497 1.26334 -4.96105
H -1.22391 -0.05016 -4.61754
C 4.83047 0.20911 -0.68886
H 4.93523 0.50688 0.35462
H 5.46441 0.81799 -1.32873
H 5.06313 -0.85053 -0.80911
C 3.49188 2.33676 -1.57828
H 2.81219 2.81271 -2.29900
H 4.51445 2.33110 -1.97340
H 3.44683 2.89155 -0.63448
Pt -0.25557 0.13920 1.55791
C -1.55434 -0.09889 -0.92054
C -0.81746 -1.10211 -0.28695
C 0.49384 -1.72626 -0.71667
C 1.79313 -1.44813 0.09430
C 2.19928 0.04607 0.25635
C 1.07820 1.20028 0.29531
C 0.48231 1.41645 -1.08798
C -1.04263 1.23622 -1.28646
C 0.14791 0.92785 3.36396
H -2.64388 -0.20278 -0.96882
H -1.46703 -1.92025 0.04390
H 0.61176 -1.53252 -1.79795
H 0.34646 -2.81276 -0.71127
H 1.61831 -1.97106 1.04691
H 2.59913 -1.97308 -0.42031
H 3.00604 0.19410 0.99647
H 1.63007 2.09785 0.65877
H 0.92006 0.64277 -1.76997
H 0.78000 2.38607 -1.51970
H -1.60268 2.01991 -0.73725
H -1.28414 1.45808 -2.34690
H -0.64732 1.71168 3.43638
H 1.18515 1.32140 3.43062
H -0.06426 0.05986 4.02889
O -5.84526 1.52888 2.16899
S -4.66907 1.52078 2.99333
O -4.32155 2.70225 3.73286
N -3.34872 0.87825 2.17698
C -2.92256 -0.27384 2.66468
O -1.84874 -0.88781 2.25765
C -3.76829 -0.80315 3.78412
C -3.56945 -1.91851 4.60736
C -4.34248 -2.03181 5.75893
C -5.25065 -1.04306 6.11997
C -5.43518 0.08958 5.29851
C -4.69473 0.16091 4.12247
H -2.83516 -2.64796 4.28431
H -4.19690 -2.88826 6.40014
H -5.82379 -1.13751 7.03988
H -6.10767 0.88879 5.56542
*
```

What is the formula in the fourth record?
C24H23ClCoF4N2O2PS2